Entry from the Open Molecules 2025 dataset: a cluster of 2 separate species, C6H18NO in total (the ωB97M-V functional and the def2-TZVPD basis).

For the total energy, the calculation gives -369.1058 hartree. For the energy above the lowest of the compared OMol25 structures with the same formula, charge and spin, the calculation gives 45.0 kcal/mol. The value obtained for the lowest unoccupied orbital energy is -3.254 eV. The value obtained for the gap between HOMO and LUMO is 0.40081 hartree. The HOMO energy comes out at -14.16 eV. Its charge is +1.

Structure (XYZ):
```
26
C6H18NO the ωB97M-V functional and the def2-TZVPD basis
C -1.8522 1.1228 0.7568
C -0.7420 0.2094 1.4406
C 0.6119 0.0058 0.6736
C 0.9902 1.2441 -0.1213
C 1.2886 1.0106 -1.5967
C 0.0318 0.4256 -2.3214
N -1.3297 -1.2003 1.5215
H -2.0321 1.9015 1.5243
H -2.8385 0.5663 0.7657
H -1.6520 1.6401 -0.1673
H -0.6424 0.8421 2.3855
H 0.6107 -1.0238 0.1703
H 1.2923 -0.1555 1.4848
H 0.3816 2.1651 -0.0043
H 2.0137 1.4931 0.3199
H 2.1055 0.3306 -1.6013
H 1.4984 1.9176 -2.1740
H 0.1238 0.6519 -3.3901
H -0.0790 -0.6322 -2.1104
H -0.9174 0.7888 -1.9638
H -1.8888 -1.4624 2.3321
H -0.4493 -1.7668 1.5273
H -1.7204 -1.3734 0.6054
H 1.8496 -2.6990 -0.7856
H 1.9883 -3.1237 0.7062
O 1.3572 -2.8781 0.0221
```

Atomic partial charges in e from the Mulliken method, atoms 1 to 6: number 1, C, carries -1.33; number 2, C, carries 0.35; number 3, C, carries -0.58; number 4, C, carries -0.73; number 5, C, carries -0.58; number 6, C, carries -0.96



Entry from the Open Molecules 2025 dataset: a cluster of 2 separate species, C6H18NOSi in total (the ωB97M-V functional and the def2-TZVPD basis).

For the total energy, the calculation gives -658.4519 hartree. For the energy above the lowest of the compared OMol25 structures with the same formula, charge and spin, the calculation gives 57.5 kcal/mol. Its spin multiplicity is 3. The expectation value of S² is 2.0045. The value obtained for the lowest unoccupied orbital energy (spin up / spin down) is -3.416 / -5.741 eV. The value obtained for the gap between HOMO and LUMO (spin up / spin down) is 0.17205 / 0.29831 hartree. The HOMO energy (spin up / spin down) comes out at -8.10 / -13.86 eV. Its charge is +1.

Structure (XYZ):
```
27
C6H18NOSi the ωB97M-V functional and the def2-TZVPD basis
C -1.8908 -2.2297 0.4618
C -0.2831 -1.5821 -1.4029
C 1.0054 2.7824 1.3929
C -0.4168 2.2835 -1.3482
C -0.9191 -1.1890 -0.1310
C -0.0239 -0.5577 0.8187
N 1.1948 -1.3313 1.2991
O 2.3740 1.2802 -0.6751
Si 0.9378 1.8051 -0.2264
H -1.4792 -2.6585 1.3250
H -1.9415 -2.9604 -0.2855
H -2.8165 -1.6735 0.5419
H -0.9819 -2.2100 -2.0612
H 0.0381 -0.7464 -2.0218
H 0.7059 -2.0422 -1.3587
H -0.0530 2.7499 1.5857
H 1.5879 2.2221 2.0994
H 1.4083 3.7983 1.2082
H -1.4130 2.5439 -0.9319
H -0.0663 3.1715 -2.0881
H -0.7425 1.5363 -2.0815
H -1.4961 -0.3986 -0.5224
H -0.5555 -0.4292 1.6506
H 1.5621 -0.4704 1.7298
H 1.7497 -1.7183 0.4481
H 1.1130 -2.1067 2.0235
H 2.8815 1.1871 -1.4285
```

Atomic partial charges in e from the Mulliken method, atoms 1 to 6: number 1, C, carries -1.35; number 2, C, carries -1.46; number 3, C, carries -0.88; number 4, C, carries -1.00; number 5, C, carries 1.20; number 6, C, carries -1.28



Entry from the Open Molecules 2025 dataset: a cluster of 2 separate species, C6H18NSSi in total (the ωB97M-V functional and the def2-TZVPD basis).

For the total energy, the calculation gives -981.4717 hartree. For the energy above the lowest of the compared OMol25 structures with the same formula, charge and spin, the calculation gives 45.0 kcal/mol. The value obtained for the lowest unoccupied orbital energy (spin up / spin down) is -4.473 / -4.615 eV. The value obtained for the gap between HOMO and LUMO (spin up / spin down) is 0.33927 / 0.26870 hartree. The HOMO energy (spin up / spin down) comes out at -13.71 / -11.93 eV. Its charge is +1.

Structure (XYZ):
```
27
C6H18NSSi the ωB97M-V functional and the def2-TZVPD basis
C 1.2667 -2.7938 -0.3182
C -1.5054 -0.4491 -1.5956
C -0.9611 -0.2973 1.5890
C 1.9480 -1.5519 0.2346
C 1.4625 -0.2549 -0.4228
C -0.4311 2.0655 -0.1312
N -0.3089 2.7006 1.1922
Si -0.4048 0.1402 -0.1765
S -0.2598 3.1932 -1.4145
H 0.2025 -2.7924 -0.1031
H 1.4048 -2.8603 -1.3947
H 1.6994 -3.6834 0.1304
H -2.5417 -0.1736 -1.4200
H -1.2073 -0.0259 -2.5512
H -1.4596 -1.5299 -1.7012
H -0.2205 -0.0588 2.3497
H -1.9121 0.1590 1.8519
H -1.1178 -1.3685 1.6557
H 1.7972 -1.5040 1.3147
H 3.0229 -1.6352 0.0605
H 1.6748 -0.3199 -1.4908
H 2.0749 0.5656 -0.0413
H -2.9798 1.6578 0.2273
H -0.7053 2.0384 1.8792
H 0.6791 2.8839 1.4297
H -0.8212 3.5920 1.2389
H -0.3961 2.3026 -2.3926
```

Atomic partial charges in e from the Mulliken method, atoms 1 to 6: number 1, C, carries -1.07; number 2, C, carries -0.92; number 3, C, carries -1.31; number 4, C, carries -0.53; number 5, C, carries -0.50; number 6, C, carries -0.07